Here is a cluster of 5 separate species, C29H30N4O13S2 in total from the Open Molecules 2025 dataset. Energies are from ωB97M-V with the def2-TZVPD basis set.

## Properties
**Highest occupied orbital energy**: -9.745 eV
**SMILES string**: O=[SH](=O)C[C@@H]1CCCOS1(=O)=O.O=[N+]([O-])c1ccccc1.O=[N+]([O-])c1ccccc1.O=[N+]([O-])c1ccccc1.O=[N+]([O-])c1ccccc1
**Energy**: -84796.036 eV
**Kohn-Sham gap**: 8.9365 eV

Element x y z (Å)
S (2.65951, -2.77153, -1.11901)
S (2.34916, 0.78867, -0.45568)
O (-5.26063, 6.22539, -0.83787)
O (2.36782, 2.11322, -1.31592)
O (1.60503, -2.98749, -0.17383)
O (-2.19815, -2.18750, -4.84861)
O (3.41460, -3.89882, -1.58172)
O (5.20311, 1.83320, 2.03770)
O (1.12115, 0.11202, -0.73095)
O (-5.31669, 0.26834, 3.73119)
O (6.32294, 0.00127, 2.03602)
O (-4.41882, 4.75392, 0.48207)
O (-4.78970, -1.72158, 3.11351)
O (2.70091, 1.07919, 0.89455)
O (-4.15350, -3.04301, -4.59423)
N (-2.96784, -2.97896, -4.34347)
N (-4.99368, 5.08089, -0.53603)
N (-4.63252, -0.51748, 3.10844)
N (5.61832, 0.83273, 2.57912)
C (4.48017, 0.15819, 6.57779)
C (-2.75766, -0.84520, 1.55027)
C (-1.08329, -3.85287, -3.02920)
C (4.65182, 1.85384, -2.13499)
C (5.70100, -0.52636, 4.62433)
C (-3.27003, -4.85747, -2.78441)
C (5.21880, 0.59330, 3.97289)
C (-3.53709, 0.02672, 2.28897)
C (5.32593, -0.73976, 5.94013)
C (-6.09972, 2.04382, -3.24741)
C (3.66231, 2.76202, -1.42827)
C (-2.42460, -3.92479, -3.35427)
C (-1.47861, 1.03673, 0.77701)
C (4.37232, 1.49787, 4.58564)
C (4.00233, 1.27227, 5.90085)
C (4.93277, 0.64271, -1.23288)
C (3.65039, -0.18641, -1.18389)
C (-1.72205, -0.33037, 0.78748)
C (-5.48142, 1.70888, -2.05062)
C (-3.31769, 1.39200, 2.28781)
C (-6.36595, 3.37306, -3.54778)
C (-1.40251, -5.69448, -1.52145)
C (-2.74777, -5.74916, -1.86148)
C (-6.01096, 4.37222, -2.65675)
C (-5.38936, 4.01674, -1.47412)
C (3.77282, -1.52526, -0.45799)
C (-2.27487, 1.89453, 1.52558)
C (-5.12055, 2.69983, -1.15220)
C (-0.57215, -4.74562, -2.10217)
H (-3.39365, -6.48715, -1.40638)
H (-4.63594, 2.43830, -0.22261)
H (6.35618, -1.21699, 4.11551)
H (4.78731, -1.90905, -0.51255)
H (4.15921, 1.50103, -3.04481)
H (4.19126, -0.01171, 7.60631)
H (5.55533, 2.39589, -2.40007)
H (3.49898, 3.67535, -1.99300)
H (5.69473, -1.60803, 6.46803)
H (5.17594, 1.02007, -0.23846)
H (5.77051, 0.06532, -1.61923)
H (-6.37345, 1.26681, -3.94865)
H (-0.99891, -6.39159, -0.79954)
H (-4.31444, -4.88704, -3.05528)
H (-6.21153, 5.40928, -2.87846)
H (-0.45218, -3.10862, -3.49117)
H (-6.84863, 3.63342, -4.47948)
H (-2.95532, -1.90631, 1.57042)
H (0.47240, -4.70178, -1.83115)
H (2.09550, -2.19233, -2.21049)
H (-1.09748, -0.99303, 0.20419)
H (4.03353, 3.03240, -0.43857)
H (-0.66777, 1.42732, 0.18482)
H (4.00558, 2.35734, 4.04541)
H (3.31993, -0.34805, -2.21425)
H (3.45897, -1.46082, 0.58355)
H (-3.94725, 2.04981, 2.86824)
H (3.33939, 1.96706, 6.39706)
H (-2.08826, 2.95984, 1.51186)
H (-5.27535, 0.67382, -1.81538)

Atoms 1-3, force components in eV/Å:
S -0.3 -0.6 0.3
S -0.3 -0.5 0.1
O 0.0 0.1 0.0

How is the electron density shared among the atoms? According to Mulliken, the charges in e are: S 1.162; S 1.083; O -0.614; O -0.321; O -0.549; O -0.616; O -0.717; O -0.568; O -0.510; O -0.618; O -0.649; O -0.607; O -0.620; O -0.551; O -0.620; N 1.057; N 1.022; N 1.049; N 1.086; C -0.418; C -0.439; C -0.316; C -0.718; C -0.381; C -0.475; C 0.213; C -0.023; C -0.470; C -0.480; C -0.434; C 0.059; C -0.303; C -0.287; C -0.556; C -0.644; C -0.368; C -0.480; C -0.516; C -0.299; C -0.411; C -0.746; C -0.362; C -0.402; C -0.026; C -0.799; C -0.709; C -0.108; C -0.068; H 0.397; H 0.484; H 0.454; H 0.470; H 0.355; H 0.384; H 0.388; H 0.389; H 0.377; H -0.048; H 0.485; H 0.399; H 0.419; H 0.471; H 0.452; H 0.486; H 0.371; H 0.501; H 0.305; H 0.043; H 0.595; H 0.272; H 0.460; H 0.444; H 0.686; H 0.336; H 0.475; H 0.377; H 0.391; H 0.450


Here is a structure of composition C29H30N4O5RhSSi2 from the Open Molecules 2025 dataset. Energies are from ωB97M-V with the def2-TZVPD basis set.

## Properties
**Highest occupied orbital energy**: -5.487 eV
**Relative energy (zero: lowest compared OMol25 entry of this formula, charge and spin)**: 1.8 kcal/mol
**Charge**: -1
**Energy**: -76360.694 eV
**Kohn-Sham gap**: 7.5792 eV

Element x y z (Å)
Rh (0.01365, 0.46677, -0.76804)
S (-0.33953, -0.96485, -2.95787)
Si (-4.25387, 2.94720, -0.32925)
Si (1.16499, 3.43580, 0.27702)
O (-0.90850, -1.18641, -1.54827)
O (-1.33534, -1.07949, -3.98315)
O (0.84109, -1.78046, -3.15928)
O (0.06707, 0.52813, -2.74763)
O (0.87420, 1.86872, 0.36723)
N (1.18027, -3.37638, 1.05979)
N (1.97120, -0.41177, -0.88952)
N (3.45582, -1.98894, -0.63557)
N (0.42234, -1.31934, 1.31159)
C (2.25177, -1.51124, -0.24555)
C (0.09621, -3.45354, 1.90650)
C (2.46486, 5.06751, -1.70803)
C (3.84309, 4.77243, 3.22660)
C (-1.69644, 1.37028, -0.63762)
C (-3.78231, 4.76236, -0.35099)
C (-2.23958, 4.52579, 2.38704)
C (2.68869, 4.56595, 2.47858)
C (3.01714, -0.14207, -1.72120)
C (1.51054, 4.07460, -1.46554)
C (-5.04175, 2.54570, 1.33020)
C (-1.20818, 3.80921, 1.79390)
C (3.95773, -1.11475, -1.57826)
C (5.09768, 3.49961, 1.62510)
C (-5.51046, 2.60887, -1.69273)
C (-1.39133, 6.54965, 1.41012)
C (-2.33057, 5.89851, 2.19915)
C (-0.36127, 5.82683, 0.82238)
C (-2.77054, 1.94005, -0.56596)
C (1.31566, -2.06944, 0.71438)
C (2.71239, 3.82958, 1.29519)
C (5.05031, 4.24024, 2.80048)
C (3.94104, 3.29901, 0.88709)
C (0.79043, 3.58256, -2.55899)
C (1.97928, 5.03834, -4.06171)
C (-0.24560, 4.44880, 1.00975)
C (2.69692, 5.55050, -2.98950)
C (-0.34567, -2.17308, 2.05576)
C (1.02632, 4.05272, -3.84404)
H (3.91923, -2.80512, -0.28175)
H (3.04496, 5.46581, -0.88191)
H (3.98949, 2.71495, -0.02674)
H (-5.25117, 1.47640, 1.40411)
H (-4.65715, 5.41235, -0.25832)
H (-6.53474, 2.66436, -1.31524)
H (-2.98138, 4.01266, 2.98815)
H (-5.41128, 3.33332, -2.50411)
H (-1.46930, 7.61771, 1.24411)
H (5.95154, 4.39987, 3.38063)
H (2.16394, 5.40492, -5.06478)
H (-0.24169, -4.38985, 2.31292)
H (0.46516, 3.64076, -4.67363)
H (3.79867, 5.34896, 4.14323)
H (-1.17403, -1.81451, 2.64198)
H (-3.13920, 6.45801, 2.65448)
H (0.35795, 6.34369, 0.19421)
H (-3.27386, 5.00134, -1.28794)
H (-4.36724, 2.81451, 2.14618)
H (0.03562, 2.81941, -2.41266)
H (-3.09363, 4.98862, 0.46689)
H (1.75064, 4.98929, 2.82179)
H (-1.15444, 2.73255, 1.90901)
H (6.03793, 3.07960, 1.28679)
H (3.44219, 6.32059, -3.15238)
H (1.61233, -4.15501, 0.59535)
H (2.99836, 0.70496, -2.38543)
H (4.90978, -1.27050, -2.05130)
H (-5.98028, 3.09029, 1.46525)
H (-5.35421, 1.61537, -2.11517)

Atoms 1-3, force components in eV/Å:
Rh 0.0 -0.1 0.7
S -0.3 -0.3 0.0
Si 0.0 0.2 -0.1

How is the electron density shared among the atoms? According to Mulliken, the charges in e are: Rh 0.924; S 1.168; Si 0.088; Si -0.459; O -0.657; O -0.686; O -0.717; O -0.577; O -0.158; N -0.124; N 1.294; N -0.105; N -0.070; C 0.058; C -0.536; C -0.216; C -0.760; C 0.035; C -0.690; C -0.732; C -0.229; C -0.949; C 0.613; C -0.904; C -0.564; C -0.850; C -0.714; C -1.210; C -0.555; C -0.678; C -0.282; C 0.165; C -0.031; C 0.319; C -0.385; C -0.177; C -0.228; C -0.404; C 0.849; C -0.715; C -0.445; C -0.763; H 0.183; H 0.346; H 0.381; H 0.339; H 0.410; H 0.307; H 0.561; H 0.309; H 0.365; H 0.355; H 0.360; H 0.421; H 0.439; H 0.381; H 0.398; H 0.295; H 0.357; H 0.250; H 0.164; H 0.190; H 0.014; H 0.380; H 0.257; H 0.384; H 0.385; H 0.235; H 0.533; H 0.421; H 0.298; H 0.342


Here is a structure of composition C29H31AsClMoNO4S at a distorted geometry from the Open Molecules 2025 dataset. Energies are from ωB97M-V with the def2-TZVPD basis set.

## Properties
**Highest occupied orbital energy (alpha / beta)**: -7.216 / -7.911 eV
**Multiplicity**: 3
**Relative energy (zero: lowest compared OMol25 entry of this formula, charge and spin)**: 0.0 kcal/mol
**Energy**: -126309.646 eV
**Kohn-Sham gap (alpha / beta)**: 7.7297 / 8.4004 eV

Element x y z (Å)
Mo (-0.06558, -0.00229, -0.18549)
As (-2.39446, -1.95029, -1.74083)
Cl (0.29287, 1.60513, 1.74224)
S (-2.19447, 1.18165, -0.68857)
O (-0.46265, -3.23885, 1.04255)
O (-3.08711, -0.58351, 2.97576)
O (-0.78948, -1.42327, -1.56642)
O (-1.22203, -1.14459, 1.20616)
N (1.61180, -1.18675, 0.81394)
C (-2.96089, -1.88005, 3.37017)
C (-2.02875, -4.07618, 3.15582)
C (-1.40925, 3.44339, -3.98484)
C (5.14691, 1.02392, 1.26882)
C (-1.64556, 2.36302, -3.14386)
C (3.28476, -0.33566, -3.90053)
C (3.72680, -0.29792, -2.59140)
C (-1.18699, -2.38926, 1.54133)
C (-1.67236, 4.93847, -2.12985)
C (1.45089, -0.00738, -1.75482)
C (4.60721, 0.81124, 0.00796)
C (-3.68886, -1.89485, -0.33676)
C (1.92961, -0.17324, -4.15303)
C (3.36430, -0.25855, 2.22767)
C (4.52001, 0.48906, 2.38609)
C (2.83987, -0.10134, -1.52639)
C (1.04283, -0.02706, -3.09676)
C (-1.90380, 3.85719, -1.28910)
C (-1.41912, 4.73654, -3.48076)
C (3.44410, 0.06564, -0.17145)
C (-3.73139, -2.34219, 4.43802)
C (-2.79482, -4.54023, 4.21197)
C (-1.88505, 2.55110, -1.78324)
C (-2.18426, -3.79172, -2.17935)
C (-3.65179, -3.65733, 4.85609)
C (-3.25000, -1.20073, -3.27147)
C (-2.08598, -2.75484, 2.70964)
C (0.83611, 1.90664, 0.01020)
C (2.84352, -0.46680, 0.96258)
H (-1.21762, 3.27235, -5.03736)
H (-3.72793, -0.15717, 3.55720)
H (-1.69004, 5.94337, -1.72626)
H (5.07304, 1.25885, -0.86183)
H (2.86021, -0.67862, 3.09082)
H (1.29846, -1.58573, 1.69123)
H (-1.64006, 1.35761, -3.54436)
H (4.92212, 0.65573, 3.37697)
H (-1.58849, -3.84562, -3.08758)
H (-4.10218, -1.83707, -3.51140)
H (-2.72512, -5.57229, 4.52916)
H (-2.54622, -1.20812, -4.10226)
H (6.04399, 1.61840, 1.37945)
H (-0.00761, 0.07655, -3.32344)
H (-3.56942, -0.18565, -3.05450)
H (-1.64256, -4.26831, -1.36325)
H (1.67996, -1.95178, 0.14450)
H (-4.26192, -3.99066, 5.68704)
H (1.55772, -0.17142, -5.17167)
H (-3.55237, -2.75408, 0.31482)
H (-4.40188, -1.65095, 4.93881)
H (-1.34670, -4.73369, 2.63285)
H (-3.15257, -4.26546, -2.32919)
H (3.98804, -0.48467, -4.71013)
H (4.78310, -0.41455, -2.37599)
H (-2.10676, 4.01364, -0.23619)
H (-4.64798, -1.95711, -0.85078)
H (-1.23277, 5.57886, -4.13487)
H (1.91215, 2.02766, 0.01298)
H (0.31382, 2.77950, -0.36319)
H (-3.60996, -0.97552, 0.23377)

Atoms 1-3, force components in eV/Å:
Mo -0.2 -0.3 0.3
As 0.7 0.1 0.0
Cl 0.1 0.1 -0.2

How is the electron density shared among the atoms? According to Mulliken, the charges in e are: Mo -0.363; As 0.603; Cl -0.144; S -0.552; O -0.689; O -0.342; O -0.533; O -0.058; N -0.263; C 1.210; C -0.536; C -0.722; C -0.807; C 0.011; C -0.776; C -0.819; C 0.535; C -0.523; C 1.052; C -0.588; C -1.126; C -0.978; C -0.765; C -0.638; C 0.939; C 0.152; C -0.487; C -0.466; C 0.224; C -1.026; C -0.858; C 0.490; C -1.240; C -0.454; C -1.200; C -0.141; C -0.751; C 0.705; H 0.395; H 0.254; H 0.374; H 0.523; H 0.437; H 0.131; H 0.014; H 0.387; H 0.386; H 0.490; H 0.408; H 0.370; H 0.402; H 0.457; H 0.326; H 0.323; H 0.327; H 0.390; H 0.423; H 0.361; H 0.320; H 0.456; H 0.413; H 0.379; H 0.545; H 0.408; H 0.522; H 0.375; H 0.451; H 0.558; H 0.317


> The lowest energy belongs to which entry?

C29H31AsClMoNO4S